# 1
Below is a 11-piece molecular cluster, C26H79N5O11 overall at a distorted geometry, with properties calculated with ωB97M-V/def2-TZVPD.

```
121
Properties=species:S:1:pos:R:3:mulliken_charge:R:1
C 4.7060 10.0238 1.1556 -0.462
O 5.3362 10.8067 0.1010 -0.508
H 4.0055 10.6214 1.7389 0.212
H 4.1806 9.1998 0.6728 0.223
H 5.5026 9.6952 1.8231 0.230
H 5.8769 10.1924 -0.4009 0.303
C -3.1451 6.6879 -0.8231 -0.528
O -1.7450 6.6516 -0.9331 -0.492
H -3.5895 5.7209 -1.0590 0.235
H -3.4899 7.0647 0.1398 0.221
H -3.6088 7.4710 -1.4230 0.261
H -1.5243 6.4658 -1.8487 0.303
C 4.1012 0.6722 -4.4360 -0.596
O 2.7429 0.7688 -3.8672 -0.483
H 4.4613 -0.3539 -4.5117 0.263
H 4.1737 1.1633 -5.4064 0.263
H 4.8904 1.2441 -3.9479 0.254
H 2.6803 0.6699 -2.9144 0.295
C -2.8439 1.3613 -4.3545 -0.466
O -2.3136 1.7266 -5.5919 -0.506
H -1.9773 1.2562 -3.7018 0.201
H -3.4885 2.0757 -3.8423 0.237
H -3.3296 0.3859 -4.3256 0.232
H -1.7858 1.0334 -5.9952 0.303
C -5.2931 1.0784 2.1675 -0.505
O -4.2384 0.2910 2.7088 -0.497
H -5.6168 1.9028 2.8030 0.237
H -5.0367 1.4198 1.1646 0.223
H -6.1148 0.3880 1.9769 0.240
H -4.5660 -0.3874 3.3039 0.301
C 8.0530 6.3673 -1.8986 -0.473
O 8.1488 7.6771 -2.3896 -0.492
H 8.6761 6.3901 -1.0045 0.233
H 7.0297 6.1156 -1.6201 0.194
H 8.4889 5.6367 -2.5799 0.247
H 8.9847 7.7620 -2.8540 0.293
C -2.4319 7.1047 5.5803 -1.330
C -1.0151 7.5955 5.2481 0.606
C -0.8585 9.1257 5.6646 -0.723
O -1.8866 10.0036 5.2221 -0.362
C -1.7637 10.4289 3.8626 -0.731
N -0.1406 6.6072 5.9155 -0.761
H -3.1957 7.6522 5.0280 0.305
H -2.6745 7.1971 6.6390 0.325
H -2.4835 6.0400 5.3526 0.371
H -0.8490 7.5478 4.1719 0.189
H 0.0903 9.5759 5.3728 0.404
H -0.8391 9.2802 6.7434 0.352
H -2.7676 10.4289 3.4379 0.267
H -1.1936 9.7239 3.2576 0.327
H -1.3216 11.4249 3.8367 0.265
H 0.8022 6.9587 5.8274 0.243
H -0.1676 5.7381 5.4017 0.253
C -4.6593 -4.4223 -7.5901 -1.451
C -3.3408 -4.8195 -8.2542 0.532
C -2.2657 -5.4777 -7.2361 -0.641
O -1.7263 -4.5404 -6.3477 -0.281
C -0.7427 -5.0166 -5.4128 -0.726
N -3.7675 -5.8611 -9.2646 -0.706
H -4.3164 -3.8560 -6.7242 0.333
H -5.2674 -5.2552 -7.2372 0.375
H -5.3231 -3.7944 -8.1844 0.390
H -2.9144 -3.9356 -8.7286 0.247
H -1.4529 -5.9435 -7.7934 0.345
H -2.8083 -6.2193 -6.6499 0.283
H -0.0618 -5.7179 -5.8951 0.305
H -1.2388 -5.4608 -4.5499 0.271
H -0.0934 -4.2256 -5.0377 0.244
H -4.5955 -5.5282 -9.7375 0.252
H -3.0071 -5.9410 -9.9246 0.229
C 5.4269 -10.0161 3.3511 -1.473
C 5.3922 -8.5217 3.5431 0.511
C 4.0542 -7.9587 4.2419 -0.670
O 4.3564 -6.6091 4.5349 -0.331
C 3.4652 -6.0602 5.5183 -0.761
N 6.5852 -8.1460 4.3352 -0.782
H 6.4154 -10.4167 3.1265 0.395
H 4.7697 -10.2662 2.5182 0.354
H 5.0750 -10.5063 4.2588 0.328
H 5.6235 -8.0177 2.6047 0.258
H 3.8181 -8.5546 5.1235 0.376
H 3.2399 -7.9947 3.5182 0.352
H 3.4773 -6.5761 6.4784 0.311
H 2.4529 -6.2335 5.1531 0.308
H 3.5730 -4.9903 5.6963 0.265
H 6.3714 -7.1749 4.5119 0.319
H 6.6164 -8.4404 5.3008 0.240
C 2.6755 2.3035 1.1512 -1.284
C 1.5777 1.2256 1.1367 0.476
C 2.2918 -0.1209 1.3171 -0.741
O 2.8543 -0.5564 0.1096 -0.206
C 3.3005 -1.9040 0.0135 -0.824
N 0.6270 1.5968 2.2186 -0.735
H 3.3389 2.1237 0.3052 0.302
H 3.2493 2.2746 2.0774 0.344
H 2.1824 3.2717 1.2379 0.365
H 1.0531 1.1793 0.1823 0.233
H 1.6023 -0.8832 1.6801 0.349
H 3.0454 -0.0592 2.1021 0.324
H 3.8490 -2.1106 -0.9055 0.241
H 2.4103 -2.5330 0.0206 0.335
H 3.8618 -2.3224 0.8490 0.314
H -0.0757 0.8807 2.3351 0.244
H 0.2082 2.4320 1.8350 0.267
C -3.2165 -4.4903 0.8053 -1.478
C -4.6977 -4.7333 0.4990 0.436
C -4.8541 -5.5408 -0.8435 -0.701
O -6.2310 -5.7864 -1.1359 -0.361
C -6.9518 -4.6056 -1.3731 -0.710
N -5.4234 -5.4605 1.5823 -0.667
H -2.9011 -3.9017 1.6668 0.339
H -2.8405 -4.0675 -0.1263 0.343
H -2.7048 -5.4495 0.8846 0.314
H -5.1211 -3.7290 0.4817 0.321
H -4.3427 -6.5025 -0.8846 0.348
H -4.3991 -4.9530 -1.6407 0.400
H -6.4739 -3.8960 -2.0485 0.303
H -7.1943 -4.0785 -0.4503 0.263
H -7.9060 -4.8001 -1.8626 0.278
H -6.4152 -5.5554 1.4169 0.283
H -5.1455 -6.4299 1.5270 0.289
```

- SMILES = COC[C@H](C)N.COC[C@H](C)N.COC[C@H](C)N.COC[C@H](C)N.COC[C@H](C)N.CO.CO.CO.CO.CO.CO
- Kohn-Sham gap (eV) = 9.4
- calculated total energy (a.u.) = -2139.0785
- LUMO level (Eh) = 0.0025
- spin multiplicity = 1
- HOMO energy (Eh) = -0.34369

# 2
Below is a 14-piece molecular cluster, C26H85N5O17 overall at a distorted geometry, with properties calculated with ωB97M-V/def2-TZVPD.

```
133
Properties=species:S:1:pos:R:3:mulliken_charge:R:1
C 0.5042 1.9499 -3.5526 -1.165
C 1.0370 1.0022 -4.6121 0.614
C 0.7597 1.4691 -6.0380 -0.885
O -0.6312 1.5604 -6.3007 -0.218
C -0.8428 1.6242 -7.6651 -0.938
N 2.4651 0.7199 -4.3890 -0.494
H -0.5594 2.1677 -3.6496 0.595
H 1.0395 2.8900 -3.4195 0.341
H 0.5879 1.5305 -2.5500 -0.149
H 0.4601 0.0822 -4.5181 -0.025
H 1.2877 0.7289 -6.6392 0.377
H 1.1732 2.4759 -6.0959 0.385
H -1.8614 1.9354 -7.8967 0.270
H -0.6812 0.7567 -8.3050 0.354
H -0.1984 2.3542 -8.1550 0.344
H 3.0421 1.4522 -4.7775 0.306
H 2.6751 -0.1278 -4.8963 0.283
C -3.7549 -0.7879 -0.3339 -0.584
C -5.1285 -1.5859 -0.4954 0.194
C -5.1086 -2.4815 -1.7039 -0.476
O -4.6286 -1.7809 -2.9284 -0.228
C -4.3822 -2.6066 -4.0521 -1.672
N -5.1923 -2.3968 0.7001 -0.715
H -3.6403 -0.0563 -1.1337 0.437
H -2.9793 -1.5481 -0.2416 -0.554
H -3.6337 -0.3752 0.6676 0.469
H -6.0032 -0.9418 -0.5856 0.363
H -6.1502 -2.7996 -1.7488 0.385
H -4.4386 -3.3063 -1.4615 0.171
H -3.6860 -3.4354 -3.9236 0.470
H -4.0546 -2.0186 -4.9095 0.267
H -5.3244 -2.9830 -4.4504 0.396
H -5.8425 -3.1351 0.4714 0.290
H -4.3350 -2.8868 0.9126 0.180
C -0.5058 1.2529 4.0899 -1.061
C -0.7224 2.8164 3.9932 0.891
C -1.6146 3.2994 5.1767 -0.787
O -2.9712 3.0111 4.9854 -0.305
C -3.8738 3.6742 5.9466 -0.790
N 0.5868 3.5377 4.0413 -0.679
H 0.3199 0.8537 4.6789 0.181
H -0.2753 0.9137 3.0800 -0.022
H -1.4155 0.7898 4.4719 0.483
H -1.1201 3.0936 3.0170 -0.309
H -1.5769 4.3824 5.2940 0.541
H -1.2856 2.8284 6.1030 0.320
H -3.7597 3.5418 7.0225 0.277
H -4.9059 3.4273 5.6978 0.249
H -3.6694 4.7072 5.6650 0.349
H 0.1963 4.4690 4.0247 0.303
H 0.8791 3.3542 4.9905 0.261
C -1.9885 -2.0843 3.2156 -1.158
C -1.2619 -3.3768 3.2930 0.277
C -1.3924 -4.0543 1.9361 -0.057
O -2.6857 -4.4920 1.4766 -0.371
C -2.7008 -4.8118 0.0838 -1.229
N 0.0915 -3.1279 3.7369 -0.700
H -3.0755 -2.1563 3.1790 0.462
H -1.6558 -1.4010 2.4342 -0.128
H -1.8132 -1.5752 4.1632 0.402
H -1.6679 -4.0203 4.0735 0.424
H -0.8534 -4.9979 2.0206 0.413
H -0.8080 -3.5512 1.1658 0.024
H -3.7073 -4.9604 -0.3074 0.163
H -2.0853 -5.7044 -0.0279 0.641
H -2.2544 -4.0467 -0.5514 0.196
H 0.6802 -3.9437 3.6471 0.358
H 0.5412 -2.4475 3.1411 0.114
C 0.4632 6.8865 -0.7424 -1.502
C 0.3153 5.6247 0.0825 0.716
C 0.8190 4.2928 -0.6094 -1.192
O 0.4475 3.0773 0.0818 0.959
C -0.9303 2.6867 -0.0872 -1.178
N 1.0107 5.6616 1.3321 -0.758
H 0.6090 7.8312 -0.2186 0.392
H -0.3414 7.0627 -1.4563 0.313
H 1.3912 6.7107 -1.2864 0.332
H -0.7386 5.5495 0.3504 0.282
H 1.9046 4.3778 -0.6573 0.417
H 0.4658 4.2328 -1.6388 0.238
H -1.0996 1.6732 0.2763 0.132
H -1.3312 2.6176 -1.0985 0.300
H -1.5757 3.3501 0.4886 0.354
H 0.4363 6.3158 1.8442 0.347
H 0.7704 4.7659 1.7322 0.071
C 3.7278 1.3265 -1.2776 0.352
C 5.2255 1.4093 -1.4832 -0.575
O 5.5812 1.1805 -2.8311 -0.598
O 3.2771 0.1013 -1.8077 -0.352
H 3.2696 2.0949 -1.9003 0.282
H 3.4290 1.4813 -0.2409 -0.200
H 5.7534 0.5850 -1.0035 0.344
H 5.6248 2.4020 -1.2752 0.386
H 4.7589 0.8766 -3.2222 0.315
H 2.7051 0.2960 -2.5537 0.055
C 4.8463 -0.6773 2.5672 0.217
C 4.1579 -0.5211 3.9091 -0.771
O 2.7841 -0.2179 3.8655 -0.394
O 4.5906 -1.9718 2.0186 -0.509
H 5.9289 -0.5516 2.5782 0.452
H 4.5221 0.0290 1.8028 -0.208
H 4.7361 0.1831 4.5074 0.335
H 4.2939 -1.4711 4.4258 0.347
H 2.5481 0.6408 3.5068 0.195
H 4.9266 -2.7130 2.5279 0.248
C 0.3755 -1.6949 -0.5117 0.748
C 1.1291 -0.8520 0.4578 -0.098
O 1.0811 -1.1961 1.7968 0.774
O 0.8051 -3.0430 -0.5479 -1.038
H 0.4875 -1.1172 -1.4292 0.116
H -0.6807 -1.6033 -0.2581 -0.741
H 0.7569 0.1719 0.4916 -0.424
H 2.1768 -0.7868 0.1644 0.264
H 1.7751 -0.6588 2.1859 -0.376
H 0.2670 -3.5548 -1.1563 0.071
O 2.2486 -5.6597 -1.4869 -0.744
H 2.1069 -6.5554 -1.7933 0.276
H 1.3948 -5.2368 -1.5784 0.151
O 2.1959 -5.2447 1.1838 -0.728
H 1.6507 -4.5425 0.8290 0.307
H 2.5190 -5.7106 0.4126 0.344
O -1.7456 -1.1560 -3.1580 0.040
H -2.6543 -1.4322 -3.2773 0.101
H -1.2301 -1.9421 -3.3385 0.096
O 1.9629 1.9055 2.2560 -0.677
H 1.5885 2.2577 1.4485 -0.009
H 1.4967 2.3626 2.9560 0.448
O -0.3954 -4.9861 -2.1713 2.014
H -0.6452 -5.7646 -1.6736 0.040
H -1.1045 -4.8675 -2.8032 -1.184
O 4.7877 -1.8263 -0.7947 -0.721
H 4.6963 -1.7501 0.1551 0.430
H 4.0280 -1.3625 -1.1469 0.255
```

- <S²> = 0.751
- total charge = -1
- Kohn-Sham gap (alpha / beta) (eV) = 2.1 / 8.2
- calculated total energy (a.u.) = -2594.2366
- LUMO level (alpha / beta) (Eh) = 0.0663 / 0.0663
- spin multiplicity = 2
- HOMO energy (alpha / beta) (Eh) = -0.01166 / -0.23367